# 1
Below is C2H6InO5P as an isolated structure, with properties calculated with the ωB97M-V functional and the def2-TZVPD basis.

Each line ends with the Mulliken charge.
Element x y z (Å)
In  3.240  -3.748  0.981  0.994
P  -0.992  -4.922  -2.023  0.899
O  -2.255  -5.244  -2.868  -0.627
O  0.301  -5.578  -2.409  -0.469
O  -1.077  -5.279  -0.445  -0.404
O  -0.519  -3.467  -1.795  -0.392
C  0.124  3.901  1.675  -0.931
C  0.076  2.951  0.491  -0.296
O  0.622  1.640  0.760  -0.511
H  -0.336  3.471  2.565  0.279
H  -0.504  4.739  1.371  0.305
H  1.117  4.297  1.889  0.275
H  0.839  3.313  -0.199  0.215
H  -0.843  2.831  -0.082  0.362
H  0.206  1.095  0.088  0.302

Computed properties:
orbital gap = 5.2 eV
highest occupied orbital energy = -8.27 eV
largest force on an atom = 3.7 eV/A
total charge = 0

***

# 2
Below is a single C2H6N2 molecule, with properties calculated with the ωB97M-V functional and the def2-TZVPD basis.

Each line ends with the Mulliken charge.
Element x y z (Å)
H  -1.767  -0.846  -0.296  0.223
N  -1.049  -1.573  -0.649  -0.619
C  0.187  -1.134  -0.586  0.040
N  0.747  0.003  0.035  -0.159
C  -0.011  1.019  0.619  -0.911
H  0.902  -1.790  -1.137  0.316
H  1.705  0.237  -0.297  0.268
H  0.607  1.927  0.756  0.304
H  -0.878  1.402  -0.062  0.274
H  -0.444  0.756  1.616  0.264

Computed properties:
orbital gap = 10.0 eV
highest occupied orbital energy = -9.08 eV
largest force on an atom = 3.3 eV/A
total charge = 0
SMILES = [H]/N=C\NC
energy relative to the best compared isomer or geometry (same formula, charge and spin) = 1.237 eV

***

# 3
Below is a single C2H6N2 molecule, with properties calculated with the ωB97M-V functional and the def2-TZVPD basis.

Each line ends with the Mulliken charge.
Element x y z (Å)
C  0.479  0.733  0.018  -0.229
C  0.784  -0.769  0.021  -0.361
N  -0.978  0.708  -0.083  -0.328
N  -1.254  -0.737  0.090  -0.503
H  0.851  1.225  0.924  0.221
H  0.907  1.246  -0.853  0.201
H  1.033  -1.254  -0.906  0.248
H  1.114  -1.236  0.932  0.246
H  -1.438  1.178  0.693  0.264
H  -1.499  -1.095  -0.836  0.242

Computed properties:
orbital gap = 9.1 eV
highest occupied orbital energy = -8.50 eV
largest force on an atom = 4.6 eV/A
total charge = 0
energy relative to the best compared isomer or geometry (same formula, charge and spin) = 4.331 eV

***

# 4
Below is a single C2H6N2 molecule, with properties calculated with the ωB97M-V functional and the def2-TZVPD basis.

Each line ends with the Mulliken charge.
Element x y z (Å)
C  0.803  -0.594  -0.775  -0.683
N  -0.430  0.114  -0.466  0.001
C  -0.648  0.620  1.240  -0.179
N  -1.259  -0.385  0.608  -0.657
H  -0.959  0.413  -1.287  0.222
H  1.519  0.100  -1.222  0.274
H  1.233  -1.014  0.133  0.247
H  0.608  -1.417  -1.469  0.259
H  -0.183  0.470  2.230  0.264
H  -0.683  1.694  1.008  0.252

Computed properties:
orbital gap = 9.4 eV
highest occupied orbital energy = -8.29 eV
largest force on an atom = 1.5 eV/A
total charge = 0
energy relative to the best compared isomer or geometry (same formula, charge and spin) = 4.685 eV

***

# 5
Below is a single C2H6N2 molecule, with properties calculated with the ωB97M-V functional and the def2-TZVPD basis.

Each line ends with the Mulliken charge.
Element x y z (Å)
N  0.439  0.018  -1.883  -0.562
C  -0.255  0.180  -0.644  -0.246
C  0.244  -0.204  0.553  -0.061
N  -0.329  0.276  1.756  -0.478
H  0.907  -0.877  -1.884  0.221
H  1.043  0.785  -2.127  0.229
H  -1.154  0.789  -0.661  0.279
H  0.581  -1.233  0.663  0.184
H  -0.192  -0.323  2.552  0.244
H  -1.283  0.590  1.674  0.190

Computed properties:
orbital gap = 8.9 eV
highest occupied orbital energy = -7.70 eV
largest force on an atom = 2.7 eV/A
total charge = 0
SMILES = N/C=C/N
energy relative to the best compared isomer or geometry (same formula, charge and spin) = 2.012 eV

***

# 6
Below is a single C2H6N2O molecule, with properties calculated with the ωB97M-V functional and the def2-TZVPD basis.

Each line ends with the Mulliken charge.
Element x y z (Å)
N  -1.400  -0.614  -0.060  -0.402
N  -1.043  0.708  -0.337  -0.416
C  0.181  1.042  -0.219  -0.017
C  1.124  0.111  0.286  -0.527
O  1.037  -0.790  -0.687  -0.547
H  -0.975  -0.928  0.753  0.173
H  -2.399  -0.649  -0.106  0.292
H  0.343  1.947  -0.835  0.343
H  2.093  0.467  0.344  0.328
H  0.936  -0.195  1.274  0.265
H  0.104  -1.099  -0.412  0.507

Computed properties:
orbital gap = 10.2 eV
highest occupied orbital energy = -9.27 eV
largest force on an atom = 5.1 eV/A
total charge = 0
SMILES = N/N=C\CO
energy relative to the best compared isomer or geometry (same formula, charge and spin) = 4.050 eV

***

# 7
Below is C2H6N2O as an isolated structure, with properties calculated with the ωB97M-V functional and the def2-TZVPD basis.

Each line ends with the Mulliken charge.
Element x y z (Å)
N  0.077  -1.265  1.276  -0.331
C  0.089  0.042  0.920  0.560
O  0.457  0.897  1.707  -0.592
H  0.438  -1.536  2.198  0.236
H  -0.175  -1.984  0.590  0.203
H  -0.051  -1.652  -1.715  0.105
C  -0.278  1.623  -0.838  -0.203
N  -0.262  0.404  -0.420  -0.384
H  0.265  -0.930  -1.589  -0.097
H  -1.097  2.071  -1.388  0.253
H  0.538  2.331  -0.741  0.250

Computed properties:
orbital gap = 9.1 eV
highest occupied orbital energy = -9.32 eV
largest force on an atom = 3.5 eV/A
total charge = 0
energy relative to the best compared isomer or geometry (same formula, charge and spin) = 3.194 eV

***

# 8
Below is C2H6N2O as an isolated structure, with properties calculated with the ωB97M-V functional and the def2-TZVPD basis.

Each line ends with the Mulliken charge.
Element x y z (Å)
C  -0.624  -0.697  -0.373  0.324
C  -0.720  -1.952  -0.350  -0.462
N  1.737  1.057  0.220  -0.708
N  -2.227  1.087  -0.272  -0.506
O  -1.047  0.497  -0.034  -0.065
H  -0.278  -2.663  -1.119  0.213
H  -1.157  -2.570  0.467  0.243
H  3.006  0.832  0.116  0.278
H  1.558  0.404  0.945  0.225
H  1.908  1.875  0.719  0.232
H  -2.156  2.130  -0.319  0.225

Computed properties:
orbital gap (alpha / beta) = 9.5 / 8.0 eV
highest occupied orbital energy (alpha / beta) = -9.14 / -7.96 eV
largest force on an atom = 6.4 eV/A
total charge = 0
energy relative to the best compared isomer or geometry (same formula, charge and spin) = 8.599 eV

***

# 9
Below is a 2-piece molecular cluster, C2H6N2O overall, with properties calculated with the ωB97M-V functional and the def2-TZVPD basis.

Each line ends with the Mulliken charge.
Element x y z (Å)
N  1.228  -0.490  -0.779  -0.281
C  2.085  0.090  0.085  0.066
O  1.896  0.895  0.973  -0.535
H  0.220  -0.386  -0.622  0.275
H  1.575  -1.304  -1.253  0.240
H  3.116  -0.327  0.011  0.285
C  -1.950  0.422  0.685  -0.241
N  -1.686  -0.178  -0.441  -0.537
H  -1.188  0.759  1.394  0.240
H  -2.966  0.256  1.047  0.255
H  -2.330  0.263  -1.102  0.233

Computed properties:
orbital gap = 9.6 eV
highest occupied orbital energy = -9.48 eV
largest force on an atom = 3.8 eV/A
total charge = 0
SMILES = NC=O.C=N
energy relative to the best compared isomer or geometry (same formula, charge and spin) = 2.602 eV

***

# 10
Below is C2H6N2O as an isolated structure, with properties calculated with the ωB97M-V functional and the def2-TZVPD basis.

Each line ends with the Mulliken charge.
Element x y z (Å)
C  0.734  1.134  1.178  -0.741
C  0.757  0.360  -0.090  -0.242
N  -2.116  -1.768  -1.376  -0.567
N  -1.032  -1.310  -0.968  0.110
O  -0.987  -0.051  -0.425  -0.267
H  -0.259  1.422  1.200  0.272
H  1.073  0.619  2.071  0.290
H  1.462  2.000  0.971  0.240
H  1.261  -0.595  0.136  0.240
H  0.953  0.898  -0.893  0.392
H  -1.846  -2.710  -1.803  0.272

Computed properties:
orbital gap = 10.1 eV
highest occupied orbital energy = -9.06 eV
largest force on an atom = 6.8 eV/A
total charge = 0
energy relative to the best compared isomer or geometry (same formula, charge and spin) = 5.133 eV

***

# 11
Below is a single C2H6N2O molecule, with properties calculated with the ωB97M-V functional and the def2-TZVPD basis.

Each line ends with the Mulliken charge.
Element x y z (Å)
C  0.822  1.682  0.070  -0.897
C  0.067  0.405  0.144  0.039
N  0.367  -0.582  -0.586  -0.247
N  -0.306  -1.715  -0.616  -0.197
O  -1.338  -1.900  0.466  -0.474
H  1.617  1.603  -0.666  0.267
H  0.155  2.499  -0.205  0.256
H  1.252  1.918  1.043  0.267
H  -0.778  0.285  0.855  0.389
H  0.318  -2.514  -0.543  0.256
H  -2.176  -1.680  0.038  0.340

Computed properties:
orbital gap = 9.9 eV
highest occupied orbital energy = -8.95 eV
largest force on an atom = 2.5 eV/A
total charge = 0
SMILES = C/C=N/NO
energy relative to the best compared isomer or geometry (same formula, charge and spin) = 3.530 eV

***

# 12
Below is a single C2H6N2O molecule, with properties calculated with the ωB97M-V functional and the def2-TZVPD basis.

Each line ends with the Mulliken charge.
Element x y z (Å)
H  2.813  -0.429  -0.070  0.240
N  1.949  0.097  0.048  -0.612
C  0.901  -0.594  0.004  0.085
N  -0.379  0.003  -0.223  0.025
C  -0.669  1.340  0.048  -0.773
O  -1.494  -0.885  0.165  -0.457
H  0.660  -1.671  0.016  0.343
H  0.355  1.828  0.126  0.329
H  -1.185  1.920  -0.943  0.222
H  -1.158  1.476  1.081  0.271
H  -1.916  -1.223  -0.616  0.327

Computed properties:
orbital gap = 10.0 eV
highest occupied orbital energy = -9.09 eV
largest force on an atom = 3.6 eV/A
total charge = 0
SMILES = [H]/N=C/N(C)O
energy relative to the best compared isomer or geometry (same formula, charge and spin) = 3.645 eV